1.
{
  "formula": "H2P4",
  "method": "ωB97M-V/def2-TZVPD",
  "symbols": ["P", "P", "P", "P", "H", "H"],
  "coordinates": [[-1.5237, -1.2544, 0.1141], [-1.7109, 0.7366, -0.3624], [0.6647, -1.0818, -0.1562], [0.4004, 1.0786, 0.1418], [0.9304, -0.9918, 1.2494], [1.2390, 1.5128, -0.9868]],
  "forces_ev_per_angstrom": [[0.166, 0.537, -0.235], [-0.065, -0.013, -0.210], [0.023, 0.281, 1.161], [0.653, 0.194, -1.028], [0.271, -1.095, -0.136], [-1.048, 0.096, 0.447]],
  "multiplicity": 1,
  "e_above_lowest_ev": 0.512,
  "orbital_gap_ev": 7.92
}

2.
{
  "formula": "C20H43MgO14S4",
  "method": "ωB97M-V/def2-TZVPD",
  "symbols": ["Mg", "O", "H", "C", "C", "C", "O", "C", "O", "O", "H", "H", "H", "H", "H", "H", "C", "C", "C", "O", "C", "O", "O", "H", "H", "H", "H", "H", "H", "C", "C", "C", "O", "C", "O", "O", "H", "H", "H", "H", "H", "H", "C", "S", "O", "C", "H", "H", "H", "H", "H", "H", "C", "S", "O", "C", "H", "H", "H", "H", "H", "H", "C", "S", "O", "C", "H", "H", "H", "H", "H", "H", "C", "S", "O", "C", "H", "H", "H", "H", "H", "H"],
  "coordinates": [[2.0133, 0.0957, 0.3610], [0.1934, 0.3079, 0.1566], [-0.6854, 0.1635, -0.1317], [-1.4644, -1.1762, -2.5298], [-1.5574, 0.3058, -2.7572], [-0.1647, 0.9936, -2.9316], [-0.0689, 1.0679, -4.3366], [-1.2614, 0.8888, -4.9281], [-1.4646, 1.0064, -6.0819], [-2.1903, 0.5871, -3.9912], [-2.2993, -1.7909, -2.8593], [-1.2247, -1.3906, -1.4866], [-0.5919, -1.5922, -3.0549], [-2.0386, 0.7582, -1.8847], [0.5693, 0.3345, -2.4759], [-0.1666, 1.9983, -2.5080], [-3.7967, 1.5842, 0.4061], [-2.6227, 2.5498, 0.4739], [-2.8738, 3.8853, -0.2325], [-2.6332, 4.8355, 0.7951], [-2.4316, 4.2548, 1.9642], [-2.1516, 4.8361, 2.9677], [-2.3693, 2.9037, 1.8471], [-4.6719, 2.0048, 0.9024], [-3.6189, 0.6079, 0.8531], [-3.9978, 1.4333, -0.6594], [-1.7381, 2.0250, 0.1007], [-3.8000, 4.0309, -0.7853], [-2.1099, 3.9522, -1.0146], [-3.0843, -1.3276, 3.4958], [-3.1397, -2.0718, 2.1696], [-1.8727, -1.8506, 1.3262], [-1.5892, -3.1448, 0.8456], [-2.2063, -4.0660, 1.5892], [-1.9901, -5.2304, 1.4990], [-3.0150, -3.4845, 2.4824], [-2.1865, -1.5364, 4.0746], [-3.9413, -1.6177, 4.1027], [-3.0793, -0.2502, 3.3170], [-3.9933, -1.9025, 1.5150], [-1.0372, -1.4055, 1.8670], [-2.0863, -1.1407, 0.5284], [1.6030, -3.6918, -1.6277], [2.3501, -2.1336, -2.1792], [2.1420, -1.1723, -1.0335], [4.0752, -2.7069, -2.0871], [0.5934, -3.5759, -1.2304], [2.1579, -4.0469, -0.7583], [1.6196, -4.4096, -2.4452], [4.3191, -3.3532, -2.9245], [4.1177, -3.2767, -1.1552], [4.7544, -1.8792, -1.8951], [0.3642, 1.6719, 3.0734], [1.8449, 2.5285, 2.5301], [2.5844, 1.5806, 1.6189], [1.0109, 3.6598, 1.3598], [0.6861, 0.8512, 3.7120], [-0.2024, 1.2404, 2.2431], [-0.3671, 2.3155, 3.5649], [1.7284, 4.2570, 0.8071], [0.2911, 4.3054, 1.8671], [0.4336, 2.9832, 0.7243], [2.3232, -3.9301, 2.2570], [2.4251, -2.2217, 2.8538], [2.1002, -1.3734, 1.6479], [0.8776, -2.2705, 3.8354], [3.1682, -4.0031, 1.5715], [1.3696, -4.1948, 1.8014], [2.5157, -4.6643, 3.0420], [1.0561, -2.9157, 4.6964], [0.1677, -2.7881, 3.1952], [0.5924, -1.2665, 4.1243], [3.8588, 1.1591, -3.3572], [3.6714, 2.1571, -1.8534], [2.7002, 1.4086, -0.9741], [2.6546, 3.4457, -2.6469], [2.8665, 1.0636, -3.8016], [4.2165, 0.1639, -3.0997], [4.5458, 1.5806, -4.0891], [2.1936, 4.0699, -1.8813], [1.8041, 2.9566, -3.1237], [3.2249, 4.0424, -3.3534]],
  "forces_ev_per_angstrom": [[-0.403, 0.913, 0.343], [-0.259, 0.816, 0.504], [-0.623, -0.243, -0.274], [1.150, -1.041, -0.023], [0.830, 0.296, 0.651], [-1.473, -0.873, 0.467], [1.193, 0.077, -0.316], [-0.249, 0.152, 0.432], [-0.139, -0.019, -0.543], [-0.566, 0.122, 0.040], [-0.359, 0.422, 0.123], [-0.248, 0.049, 0.068], [-0.117, 0.168, -0.238], [-0.572, 0.226, -0.558], [0.447, 0.411, -0.137], [0.203, -0.070, 0.096], [-0.058, 0.303, -0.344], [-0.883, -1.312, 0.432], [1.312, -0.592, -0.621], [-0.772, 0.749, -1.054], [1.467, -0.288, 1.050], [-0.436, -0.129, -0.065], [-0.380, 0.330, -0.474], [-0.058, 0.085, -0.177], [0.325, 0.043, 0.078], [-0.306, -0.098, 0.116], [0.164, 0.353, 0.052], [-0.469, -0.046, 0.755], [0.124, 0.552, 0.201], [-0.731, 0.248, -0.402], [1.783, -0.190, 0.745], [-0.803, 0.896, 0.278], [0.885, 0.521, -1.049], [0.068, -0.636, 0.553], [-0.078, -0.174, -0.024], [-0.663, 0.228, -0.242], [0.134, -0.351, -0.263], [-0.030, 0.263, 0.048], [-0.271, 0.036, 0.048], [-0.432, -0.064, 0.512], [0.128, -0.342, 0.121], [0.037, -0.381, -0.326], [0.126, -0.029, 0.506], [-0.302, 0.046, 0.498], [0.813, -1.735, -1.655], [-0.474, -0.238, 1.260], [-0.133, 0.509, -0.550], [0.296, -0.094, -0.237], [0.043, -0.027, 0.006], [0.094, 0.215, -0.167], [0.076, -0.202, -0.154], [-0.101, 0.232, -0.681], [-0.669, -0.359, -0.135], [-0.662, 0.687, -0.484], [0.116, -0.307, 0.557], [-0.606, -0.531, 0.369], [0.066, 0.223, 0.226], [0.584, 0.014, -0.383], [0.503, 0.288, 0.359], [0.192, -0.132, 0.074], [0.276, 0.053, 0.293], [0.270, 0.024, -0.288], [0.537, -0.084, 0.148], [-0.860, -0.205, 0.172], [0.247, -0.754, 0.850], [0.775, -0.721, -0.488], [-0.202, -0.098, -0.226], [-0.023, 0.416, -0.190], [0.033, 0.342, 0.287], [0.095, 0.207, 0.131], [-0.326, 0.346, 0.011], [-0.049, 0.004, -0.025], [-0.432, -0.263, -0.058], [-0.381, 0.192, -0.308], [0.664, 0.661, -1.065], [-0.498, -0.351, 0.381], [0.027, -0.042, -0.039], [0.084, 0.100, 0.260], [0.034, 0.325, 0.215], [0.494, 0.089, 0.199], [0.265, -0.153, -0.277], [0.131, -0.063, 0.027]],
  "multiplicity": 1,
  "e_above_lowest_ev": 0.000,
  "orbital_gap_ev": 9.65,
  "total_charge": 1
}

3.
{
  "formula": "C6H8CsLiO6",
  "method": "ωB97M-V/def2-TZVPD",
  "symbols": ["O", "C", "C", "O", "O", "C", "H", "H", "H", "H", "O", "C", "C", "O", "O", "C", "H", "H", "H", "H", "Cs", "Li"],
  "coordinates": [[-1.2035, -1.9355, -2.2290], [-1.3194, -1.5472, -0.9389], [0.1037, -2.1425, -2.7504], [-2.4729, -1.2566, -0.5672], [-0.2754, -1.4935, -0.2422], [0.6971, -0.8345, -3.2317], [-0.0043, -2.8176, -3.6081], [0.7573, -2.6044, -2.0012], [0.0370, -0.3761, -3.9793], [1.6850, -1.0361, -3.6640], [0.3399, 1.7383, -0.9192], [0.0330, 1.1320, -2.0519], [-0.5993, 2.6999, -0.4001], [0.9444, 0.2185, -2.2277], [-1.0277, 1.0937, 1.3347], [-0.7603, 2.4260, 1.0911], [-1.5492, 2.5554, -0.9317], [-0.2069, 3.7073, -0.5939], [-1.5563, 3.1057, 1.4561], [0.1640, 2.7641, 1.6064], [0.8500, -0.0138, 1.6286], [-2.3465, -0.0396, 0.9016]],
  "forces_ev_per_angstrom": [[-0.203, -0.375, -0.759], [0.916, 0.167, 0.757], [0.047, 0.440, 0.947], [-0.463, 0.277, 0.300], [-0.681, -0.545, -0.420], [0.200, 1.211, -0.611], [0.047, 0.269, 0.106], [-0.219, 0.033, -0.098], [0.158, -0.167, 0.100], [-0.235, 0.117, 0.027], [0.476, 0.096, 0.100], [-0.933, -0.018, -0.178], [-0.193, -0.016, -0.395], [0.500, -1.441, 0.038], [-4.385, 2.615, -0.421], [-0.483, 0.297, -0.138], [0.227, 0.085, 0.104], [-0.107, -0.200, 0.056], [0.240, -0.109, -0.047], [0.011, -0.112, -0.020], [5.003, -2.376, 1.213], [0.076, -0.250, -0.661]],
  "multiplicity": 1,
  "e_above_lowest_ev": 0.302,
  "orbital_gap_ev": 8.49
}

4.
{
  "formula": "C4H8O2",
  "method": "ωB97M-V/def2-TZVPD",
  "symbols": ["C", "C", "O", "C", "O", "C", "H", "H", "H", "H", "H", "H", "H", "H"],
  "coordinates": [[0.5461, 0.1647, 1.8622], [0.7450, -0.1701, 0.5882], [-2.1779, -1.3840, 0.2958], [0.0484, 0.5652, -0.5138], [-0.9555, 1.2233, -0.3058], [0.6763, 0.4701, -1.8815], [-0.1498, 0.9627, 2.1134], [1.0716, -0.3260, 2.6769], [-1.6577, -1.4094, 1.1078], [1.4506, -0.9505, 0.3061], [-2.2416, -0.4364, 0.1097], [1.7000, 0.8623, -1.8500], [0.0876, 1.0366, -2.6045], [0.7406, -0.5787, -2.1933]],
  "forces_ev_per_angstrom": [[0.051, -0.022, -0.168], [0.031, 0.058, 0.259], [-0.027, 0.095, 0.127], [-0.168, 0.227, -0.004], [0.402, -0.237, -0.085], [-0.036, 0.023, -0.064], [0.102, -0.115, -0.060], [-0.083, 0.040, -0.152], [-0.072, -0.068, -0.118], [-0.101, 0.151, 0.058], [-0.017, -0.128, -0.009], [-0.135, -0.068, 0.028], [0.075, -0.083, 0.112], [-0.022, 0.126, 0.075]],
  "multiplicity": 1,
  "e_above_lowest_ev": 1.303,
  "orbital_gap_ev": 10.28
}

5.
{
  "formula": "C2H2OS",
  "method": "ωB97M-V/def2-TZVPD",
  "symbols": ["C", "C", "O", "S", "H", "H"],
  "coordinates": [[-0.9975, -0.8219, 0.3602], [-0.7917, -1.0100, -0.8098], [1.1496, 1.6719, 0.8309], [2.4088, 1.5945, 0.1264], [-1.2003, -0.4481, 1.2826], [-0.5690, -0.9864, -1.7904]],
  "forces_ev_per_angstrom": [[0.466, -0.460, -2.946], [-0.583, 0.420, 3.414], [-1.832, 0.150, 1.069], [1.822, -0.138, -1.041], [-0.413, 0.397, 2.196], [0.540, -0.369, -2.692]],
  "multiplicity": 1,
  "e_above_lowest_ev": 3.087,
  "orbital_gap_ev": [7.78, 7.77]
}

6.
{
  "formula": "C7H13NO3",
  "method": "ωB97M-V/def2-TZVPD",
  "symbols": ["C", "C", "C", "C", "C", "C", "C", "H", "H", "H", "H", "H", "H", "H", "H", "H", "H", "H", "H", "H", "N", "O", "O", "O"],
  "coordinates": [[-1.6116, -0.4757, 0.3754], [-0.5458, -1.6173, 0.8051], [0.7225, -0.9154, 0.2768], [2.1989, -0.6231, -0.0218], [1.8603, 0.8408, -0.5946], [0.4567, 1.2349, 0.1333], [-1.0166, 0.9027, -0.3065], [-3.1311, -0.4862, -0.8481], [-2.1215, -0.0969, 1.2609], [-0.6039, -1.7457, 1.8858], [-0.8089, -2.5297, 0.2802], [-0.5943, -1.2702, -1.2850], [2.5944, -1.2246, -0.8284], [2.9348, -0.6113, 0.8137], [2.5676, 1.6007, -0.3035], [1.8151, 0.8647, -1.6841], [0.4433, 2.3146, 0.3934], [1.4035, 0.3513, 1.7807], [-1.0906, 0.7761, -1.4228], [-1.8662, 2.6187, -0.4596], [0.5101, 0.3308, 1.2467], [-2.5010, -1.1595, -0.4943], [0.3286, -0.9121, -1.1613], [-1.9445, 1.8321, 0.1578]],
  "forces_ev_per_angstrom": [[1.396, 0.107, 0.359], [0.043, 0.369, 0.223], [-1.359, -0.402, 0.098], [0.437, 0.413, -0.129], [-1.030, 0.195, -0.042], [0.597, 0.897, 0.381], [-0.053, -2.188, -1.343], [0.571, -0.789, 0.388], [-0.089, -0.197, -0.004], [0.194, -0.069, -0.152], [0.032, -0.260, 0.042], [1.356, 0.449, 0.276], [0.056, -0.256, -0.036], [-0.783, -0.006, -0.429], [0.423, 0.126, 0.359], [-0.003, -0.219, 0.124], [0.181, -0.501, 0.028], [-0.780, 0.363, -0.622], [-0.066, 0.309, 0.920], [-0.325, -1.191, 1.298], [0.641, -0.265, 0.035], [-0.754, 1.155, -0.702], [-0.612, -0.534, 0.135], [-0.075, 2.491, -1.207]],
  "multiplicity": 1,
  "e_above_lowest_ev": 5.542,
  "orbital_gap_ev": 9.78
}